No. 1
56
Properties=species:S:1:pos:R:3:forces:R:3:lowdin_charge:R:1 method="wB97M-V/def2-TZVPD" lumo_energy_ev=-0.075 spin_multiplicity=1
C 2.10352 0.07842 0.50170 -1.3 0.0 0.7 -0.006
C 0.48385 0.45992 0.58835 -2.1 -3.7 -3.4 -0.228
O -0.31058 -0.26955 -0.24022 3.9 5.3 5.2 -0.079
O -0.01335 1.50592 1.50684 -0.2 -1.9 -3.4 -0.085
C -1.21800 2.16598 0.94708 0.1 1.4 0.0 -0.117
C -2.62772 1.42832 1.31429 -0.2 0.0 0.9 -0.248
O -2.26882 0.32331 2.25932 -2.1 -1.3 -1.8 -0.238
S -3.45211 -0.91920 2.05643 0.7 -2.0 2.8 0.904
O -4.59401 -0.42717 2.99547 3.7 -1.9 -4.1 -0.323
O -2.88626 -2.36832 2.27903 -2.4 6.5 -1.1 -0.302
O -3.60710 -0.69699 0.36895 0.2 1.2 2.8 -0.322
C -3.58192 0.78304 0.15778 -1.9 -0.5 0.6 -0.663
I -3.18605 1.10951 -1.96289 0.1 -0.1 1.2 0.954
H 2.70058 0.47574 1.43424 -1.4 -0.9 -2.3 0.048
H 2.47283 0.51015 -0.52695 -0.7 -0.7 2.2 0.085
H 2.12873 -1.11134 0.43641 -0.1 2.9 0.2 0.093
H -1.01322 2.34179 -0.18952 -0.9 -0.6 2.0 0.109
H -1.25709 3.24386 1.45858 0.2 -2.5 -1.0 0.157
H -3.32002 2.12035 1.95562 1.4 -1.0 -1.5 0.164
H -4.73273 1.06737 0.27788 2.8 -0.1 -0.1 0.119
O 4.36156 1.93633 1.15007 0.6 0.6 0.1 -0.060
H 5.30524 1.71591 1.14870 -0.3 0.0 0.0 0.049
H 4.33502 2.84966 1.47272 0.0 -0.3 -0.1 0.046
O 1.98135 1.35336 -2.64869 0.1 0.0 0.2 -0.080
H 1.31850 0.67214 -2.45977 0.4 0.1 -0.1 0.008
H 2.60196 0.91553 -3.25048 -0.2 0.1 0.1 0.031
O -2.77330 -1.01050 -4.78867 -0.2 -0.4 0.0 -0.114
H -2.17110 -1.63337 -4.35450 0.0 0.3 -0.1 0.040
H -3.55379 -1.54587 -4.99654 0.2 0.2 0.1 0.043
O 0.35152 -0.18271 -4.23848 -0.5 0.0 -0.4 -0.061
H 0.34822 0.11621 -5.16030 0.0 -0.1 0.3 0.057
H -0.19793 0.46986 -3.77887 0.1 -0.1 -0.2 0.021
O -2.19629 2.58842 -5.33883 -0.4 -0.2 -0.1 -0.087
H -3.00230 3.03209 -5.64319 0.3 -0.1 0.1 0.042
H -2.39960 1.64536 -5.42999 0.1 0.1 0.0 0.009
O -4.06554 1.05130 5.86834 0.4 0.1 -0.2 -0.058
H -3.98301 0.69095 4.97254 -0.1 -0.1 0.1 0.003
H -3.14964 1.12647 6.17567 -0.3 0.0 -0.1 0.047
O 3.78135 -2.31022 -0.63230 0.3 0.1 -0.3 -0.089
H 3.11850 -2.99144 -0.44338 0.4 -0.1 -0.1 -0.007
H 4.40196 -2.74804 -1.23409 -0.3 0.1 0.3 0.037
O 3.95152 2.10692 -4.88902 -0.2 0.4 -0.2 -0.064
H 3.94822 2.40584 -5.81084 0.0 -0.2 0.3 0.041
H 3.40207 2.75949 -4.42941 0.1 -0.2 0.0 0.037
O -5.27076 3.93905 4.48981 0.0 -0.1 0.3 -0.076
H -5.26749 4.34853 5.36813 0.0 -0.2 -0.3 0.038
H -5.15994 2.99376 4.67188 0.0 0.2 0.1 0.008
O 2.98867 -4.87448 -0.19998 -0.2 -0.4 -0.3 -0.068
H 3.59087 -5.49735 0.23419 -0.3 0.2 0.0 0.031
H 2.20818 -5.40985 -0.40785 0.3 0.2 0.2 0.057
O 3.49121 -0.25796 3.22399 0.2 -0.3 0.8 -0.063
H 3.49448 0.15152 4.10231 0.0 -0.1 -0.3 0.048
H 3.60203 -1.20324 3.40606 -0.1 0.3 -0.2 0.050
O 2.89121 -6.82966 1.72399 0.1 -0.4 0.5 -0.056
H 2.89448 -6.42018 2.60231 -0.1 0.0 -0.3 0.058
H 3.00203 -7.77494 1.90606 0.0 0.3 -0.1 0.055

***

No. 2
48
Properties=species:S:1:pos:R:3:forces:R:3:lowdin_charge:R:1 method="wB97M-V/def2-TZVPD" e_above_lowest_kj_mol=198.3 lumo_energy_ev=2.778 charge=-1 spin_multiplicity=1
C 1.34499 -1.84571 -0.11575 1.4 0.6 0.3 -0.089
N 0.72139 -0.82167 0.77189 -1.5 -1.4 -1.9 -0.075
C -0.78907 -0.99707 0.76994 0.3 2.3 1.3 -0.340
C -1.24165 0.25268 1.56392 -1.4 1.0 0.0 -0.111
C -2.74195 0.37963 2.14800 2.8 -0.7 0.9 -0.257
O -3.74865 0.58121 1.20653 -0.5 -0.2 -0.4 -0.078
C -1.65153 -1.11413 -0.48422 -0.6 -2.2 0.0 -0.185
N -1.75949 -2.54798 -0.93721 0.0 -0.2 -0.7 -0.020
H 1.82114 -1.46233 -1.01851 -0.3 0.5 -0.1 0.068
H 2.18066 -2.26440 0.44398 0.0 -0.5 0.0 0.073
H 0.69259 -2.62586 -0.45001 -0.4 -0.3 0.2 0.060
H 0.89858 0.08134 0.35916 0.1 0.4 0.0 0.069
H -0.93773 -1.83254 1.44445 0.0 -0.5 -0.4 0.088
H -0.55374 0.36858 2.40508 -0.1 0.0 0.1 0.113
H -1.09665 1.14924 0.92792 0.1 -0.3 0.2 0.100
H -2.69705 1.23910 2.85370 -0.1 -0.5 -0.2 0.112
H -2.87042 -0.57697 2.72606 -0.7 1.4 -0.5 0.096
H -1.33389 -0.53717 -1.36857 -0.2 0.1 1.0 0.095
H -2.69703 -0.90139 -0.13675 1.1 0.4 -0.5 0.103
H -1.25806 -3.24623 -0.40141 -0.1 0.4 0.5 0.046
H -1.40629 -2.67884 -1.87849 -0.1 0.2 0.0 0.050
H -0.57851 1.32061 -2.71569 0.1 0.0 0.1 0.042
H 0.14344 1.45980 -1.31901 0.4 -0.1 -0.7 -0.007
O -0.07065 0.82526 -2.06792 0.2 0.0 0.1 -0.107
H -3.41779 1.18883 0.53229 0.0 0.1 0.1 0.078
H 1.03203 3.46748 -0.67305 -0.1 0.1 0.1 -0.003
O 0.89333 2.59390 -0.29030 0.2 0.3 -0.2 -0.326
H 0.96706 -1.89962 2.12810 -0.3 -0.3 0.4 -0.011
H 1.14217 -2.18999 3.58432 -0.2 -0.3 0.1 0.034
O 0.78087 -2.61677 2.79670 0.5 0.7 0.0 -0.097
H 3.68466 2.85284 1.03502 0.3 1.0 0.4 0.019
H 2.99324 1.79980 1.49995 -0.5 0.5 1.3 0.005
O 3.22693 2.67989 1.87358 0.5 -0.9 -0.6 -0.109
H 1.21393 -0.84580 -3.13808 -0.1 0.2 -0.2 -0.017
H 2.44043 -0.42707 -3.88708 -0.3 0.1 -0.1 0.000
O 1.70420 -1.05767 -3.94393 0.2 -0.3 0.2 -0.098
H -3.63843 -2.66512 1.46316 0.6 0.3 -0.4 0.047
H -2.29055 -2.23466 2.22386 0.1 -0.2 -0.7 -0.011
O -3.17573 -2.58062 2.29825 -0.9 -0.9 1.1 -0.052
H 2.19881 2.11227 -0.19080 -1.3 -1.6 0.0 0.009
H 3.14667 0.52524 0.08573 -0.6 0.1 0.3 0.033
O 3.01039 1.37876 -0.32954 1.2 0.2 -1.1 -0.212
H 2.94620 1.12488 -2.08933 -0.1 0.7 -0.3 0.008
H 2.39406 2.17324 -3.10124 -0.1 -0.1 0.2 0.030
O 2.89832 1.35878 -3.05140 0.5 -0.4 0.0 -0.095
H -1.74782 3.22088 -1.89691 -0.3 0.0 0.1 0.025
H -0.91853 2.84393 -0.69009 -0.2 0.1 0.4 -0.018
O -1.85487 2.99147 -0.96633 0.3 0.1 -0.2 -0.086

***

No. 3
46
Properties=species:S:1:pos:R:3:forces:R:3:lowdin_charge:R:1 method="wB97M-V/def2-TZVPD" e_above_lowest_kj_mol=231.4 lumo_energy_ev=-2.465 charge=+1 spin_multiplicity=1
C 0.56453 1.32606 -2.92435 -0.4 -0.5 -0.8 -0.213
N 0.61607 -0.12529 -3.05599 1.0 0.9 0.9 -0.101
C 1.84272 -0.66576 -2.48891 0.0 -1.7 -0.7 -0.127
C 0.39852 1.75869 -1.47679 -1.4 -0.1 0.3 -0.085
N -0.66967 0.90686 -0.81555 2.3 -1.5 -0.4 0.023
C -2.04380 1.15180 -1.25670 -1.5 -0.8 1.5 -0.209
C -2.59016 2.37339 -0.54717 -0.4 1.9 -1.5 -0.069
H -0.29638 1.62489 -3.53742 0.0 0.3 0.5 0.123
H 1.40091 1.89189 -3.36249 0.2 -0.3 0.2 0.130
H 0.41344 -0.44484 -3.98761 0.2 0.0 -0.1 0.120
H 1.72045 -0.93439 -1.43060 0.2 0.6 0.1 0.056
H 2.81210 -0.19518 -2.71904 -0.5 0.7 0.3 0.097
H 1.99735 -1.64737 -2.93416 -0.1 -0.3 -0.1 0.088
H 0.01232 2.77313 -1.53287 0.3 0.2 0.6 0.129
H 1.22892 1.65488 -0.78231 0.4 0.3 -0.5 0.121
H -0.51901 0.83245 0.19791 -0.8 1.2 0.3 0.150
H -0.34881 -0.08152 -0.99022 -1.3 0.5 -0.9 0.122
H -2.68189 0.36660 -0.86035 0.6 -0.4 0.0 0.089
H -2.17745 1.03683 -2.33188 0.5 0.6 0.0 0.139
H -2.13345 2.57991 0.42325 -0.1 -0.3 -0.1 0.083
H -2.49302 3.27423 -1.18219 0.4 -0.1 0.4 0.083
H -3.67808 2.33563 -0.45240 0.2 -0.5 0.3 0.089
H -0.41621 1.84622 3.36730 0.0 0.2 -0.1 0.057
H -0.15780 0.37942 2.98539 0.0 0.5 -0.5 0.025
O -0.67897 1.17751 2.72847 -0.1 -0.3 0.4 -0.082
H -1.15930 -3.43299 2.18634 0.0 0.2 1.3 0.059
H -1.68881 -1.92236 1.82358 0.3 -0.1 0.6 0.026
O -1.59922 -2.85235 1.58085 -0.6 -0.3 -1.3 -0.036
H -0.80191 -2.25081 -0.56057 -0.6 0.0 0.4 -0.013
H -2.32295 -1.71391 -0.55038 0.1 -0.5 0.4 0.044
O -1.45989 -1.66140 -0.95713 0.3 0.5 -1.0 -0.060
H 4.43132 -0.47902 -0.12976 -0.1 -0.2 -0.1 0.059
H 3.10762 0.34942 -0.13591 0.1 -0.3 -0.4 -0.002
O 3.98917 0.28713 0.23824 -0.1 0.5 0.5 -0.030
H -0.03766 -3.44887 0.55507 0.3 0.0 -0.4 0.042
H 0.90348 -3.28256 -0.71382 0.0 -0.4 0.2 0.071
O 0.66923 -2.91913 0.14654 0.2 0.1 0.0 -0.058
H -3.46978 -0.47606 2.00746 -0.3 -0.4 -0.9 0.075
H -2.49258 0.49693 2.32776 1.0 0.5 -0.6 0.038
O -2.74329 -0.02708 1.54444 -0.7 -0.5 1.4 -0.064
H 3.08119 1.36800 1.86997 0.6 0.2 0.5 0.023
H 2.48232 1.63745 3.32232 0.6 0.1 0.0 0.066
O 2.29507 1.37451 2.42191 -0.5 0.3 -0.7 -0.050
H 0.69870 -1.48162 1.88420 0.1 -0.2 0.2 0.016
H 1.77072 -0.42730 1.95276 0.3 0.5 0.4 0.012
O 1.10763 -0.85480 2.49967 -0.8 -1.1 -0.5 -0.056